Here is C20H90FN3O30P3S2 as an isolated structure in a non-equilibrium geometry from the OMol25 dataset. Energies are from wB97M-V/def2-TZVPD.

Its total energy is -140341.6413 eV. The HOMO-LUMO gap is 8.482 eV. Its net charge is +1. The spin multiplicity is 1.

```
149
C20H90FN3O30P3S2 | the OMol25 dataset | wB97M-V/def2-TZVPD
C 4.4116 0.8717 3.9485
C 3.0215 0.3280 4.2899
C 1.9821 1.3703 3.8821
O 1.8651 1.5633 2.4804
C 0.8543 0.7747 1.9244
N 0.5488 1.0846 0.5000
N -0.2234 2.2702 0.5205
C 0.3355 3.6052 0.8066
C -1.6028 2.3150 0.9485
C -2.6071 2.7882 -0.1116
O -2.0355 2.1400 2.0334
C -0.2483 0.0216 -0.2848
C -1.2527 -0.9745 0.3868
C -2.7546 -0.5585 0.1755
C -1.1894 -1.4318 1.8539
C -0.1484 -2.5507 2.1892
C -0.7371 -3.7038 3.0012
C 0.5143 -0.4658 -1.6495
C 0.9354 -1.9709 -1.6957
P 2.2019 -2.7853 -2.6916
O 3.5140 -2.9377 -2.0479
O 1.6630 -4.3055 -2.8506
O 2.4125 -2.3116 -4.1819
P -0.9802 -0.5488 -2.8665
S -0.6280 -1.3981 -4.5700
C 1.4629 0.8019 -1.8436
S 0.4961 2.2256 -2.6068
P 2.8296 0.9209 -3.1266
N 2.2680 0.7236 -4.5719
O 4.0373 -0.0844 -2.9936
O 3.4607 2.4590 -3.2914
C 1.8316 1.0323 -0.3168
C 2.6958 2.3356 -0.3389
C 3.0116 0.1227 0.1809
C 2.8921 -1.3221 0.6654
F 3.6722 -1.4657 1.8277
H 4.6644 1.6726 4.6499
H 5.1940 0.1125 4.0118
H 4.4636 1.3253 2.9537
H 3.0040 0.1725 5.3711
H 2.7791 -0.6430 3.8475
H 2.3419 2.3180 4.3006
H 1.0385 1.1568 4.4059
H 1.0863 -0.2807 2.1098
H -0.0031 0.9162 2.5901
H -0.3457 4.2734 1.3353
H 0.5191 4.1201 -0.1457
H 1.2836 3.6429 1.3475
H -2.5391 2.2079 -1.0379
H -3.6248 2.7589 0.2678
H -2.3774 3.8276 -0.3816
H -0.9805 0.6046 -0.8429
H -1.2414 -1.9149 -0.1742
H -3.0878 0.0845 0.9821
H -2.9346 -0.1277 -0.8131
H -3.3460 -1.4698 0.2634
H -2.1433 -1.9273 2.0575
H -1.1337 -0.6622 2.6252
H 0.6191 -2.0760 2.8219
H 0.3369 -2.9090 1.2758
H -1.4847 -4.2131 2.3855
H -1.1297 -3.3354 3.9444
H 0.0984 -4.3868 3.2008
H 0.0203 -2.5305 -1.9330
H 1.0897 -2.3218 -0.6713
H 1.9829 -4.8203 -2.0930
H 3.1315 -2.8361 -4.5704
H -1.8552 -1.4623 -2.2287
H -1.7096 0.6544 -2.8993
H -0.6167 2.3702 -1.8588
H 1.2763 0.4990 -4.5883
H 4.4726 -0.2212 -3.8518
H 2.9000 2.9431 -3.9177
H 2.9211 2.6861 0.6643
H 2.2308 3.1875 -0.8309
H 3.6684 2.1754 -0.7926
H 3.5714 0.6568 0.9482
H 3.7378 0.0877 -0.6355
H 3.3468 -2.0287 -0.0372
H 1.9132 -1.7160 0.9386
O -3.8231 -2.0664 -6.0794
H -2.9743 -1.8091 -5.7019
H -3.8635 -1.5919 -6.9234
O -4.4127 -0.5310 2.6166
H -5.2864 -0.8330 2.8886
H -4.2307 0.2062 3.2117
O -0.3018 -4.2179 5.8285
H 0.2665 -3.7815 6.4754
H -0.6589 -4.9776 6.3048
O -6.7562 -1.1889 -6.6196
H -5.9817 -1.7652 -6.5705
H -7.2541 -1.5340 -7.3706
O 3.2604 4.0948 2.1860
H 3.8619 4.3795 2.8892
H 2.7615 3.3693 2.5801
O 5.8819 2.7647 -5.7079
H 6.4817 2.7866 -4.9542
H 5.1029 2.3121 -5.3701
O -6.1307 1.9241 3.5591
H -6.8931 1.8729 2.9722
H -5.5952 2.6329 3.1846
O 5.3061 3.9778 -1.2664
H 6.0992 3.4315 -1.2225
H 4.8286 3.6238 -2.0276
O -7.4709 -3.5829 -4.5430
H -8.2188 -3.6285 -5.1478
H -6.9264 -2.8714 -4.8980
O 2.1547 -4.3193 3.9983
H 2.9435 -4.1251 3.4732
H 2.3162 -3.8680 4.8354
O -9.7859 0.1136 -7.0730
H -9.7575 0.9168 -6.5427
H -8.9439 -0.3178 -6.8940
O -5.0886 4.9266 2.4901
H -5.0435 5.7395 3.0066
H -4.2426 4.4963 2.6596
O 0.7119 -1.4296 5.7105
H 0.3806 -0.8631 6.4184
H 0.0401 -1.3551 5.0235
O 3.9165 6.4851 3.4730
H 3.1624 6.5672 2.8785
H 4.5458 7.1381 3.1440
O 0.9279 -6.4873 1.4728
H 1.5017 -6.0955 2.1390
H 0.5690 -7.2669 1.9104
O -3.4549 -4.0056 4.9862
H -2.6312 -4.5072 5.0013
H -3.9428 -4.3769 4.2431
O -4.2635 -1.7338 -9.2376
H -5.0036 -1.8130 -9.8483
H -3.7410 -1.0017 -9.5930
O 4.8512 3.8927 5.1802
H 4.5135 4.7820 5.3476
H 5.4161 3.7095 5.9394
O -4.1454 0.8313 -7.3309
H -5.0216 0.4977 -7.0915
H -3.9993 1.5650 -6.7246
O 2.8135 -7.1562 3.9024
H 2.5477 -6.2410 4.0729
H 3.3724 -7.3910 4.6503
O -1.7794 -1.8909 6.8230
H -0.9591 -2.3949 6.8399
H -2.2682 -2.2719 6.0828
O -2.2774 0.6173 -10.2608
H -1.4595 0.8143 -10.7295
H -2.1729 1.0492 -9.4050
O 4.7082 6.9870 0.3381
H 5.1061 6.1132 0.4344
H 4.7622 7.1624 -0.6073
```

=====

Here is C20H9Cl2IIrN4O5S3 as an isolated structure in a non-equilibrium geometry from the OMol25 dataset. Energies are from wB97M-V/def2-TZVPD.

Its total energy is -105567.7579 eV. As for the expectation value of S²: 6.0165. The HOMO-LUMO gap (spin up / spin down) is 7.257 / 5.539 eV. Its net charge is -1. The spin multiplicity is 5.

```
45
C20H9Cl2IIrN4O5S3 | the OMol25 dataset | wB97M-V/def2-TZVPD
Ir -0.1405 0.1195 -0.3789
Cl -4.4496 -5.3645 -1.8501
C -3.3889 -4.2461 -1.0551
C -3.0992 -4.4331 0.2785
C -2.2548 -3.5526 0.9296
I -1.7883 -3.7814 2.9683
C -1.6606 -2.4480 0.3067
O -0.8801 -1.6616 0.9227
C -1.9716 -2.2802 -1.0918
N -1.3878 -1.2426 -1.7141
C -1.6049 -1.0241 -2.9868
C -2.4309 -1.8578 -3.7517
C -3.0415 -2.9273 -3.1527
C -2.8293 -3.1777 -1.7815
H -3.5220 -5.2687 0.8158
H -1.1286 -0.1556 -3.4179
H -2.5729 -1.6459 -4.8000
H -3.6883 -3.5873 -3.7116
S 2.1291 -1.3692 -0.6507
C 2.8681 0.0980 -1.1419
S 1.7589 1.3445 -1.5941
C 4.2380 0.3009 -1.1831
C 5.1671 -0.6650 -0.7757
N 5.9659 -1.4205 -0.4368
C 4.7759 1.5336 -1.5806
N 5.2336 2.5403 -1.8979
O -3.6823 2.1470 -1.1026
Cl -2.3495 2.2002 -0.6462
O -2.1670 1.2950 0.4542
O -1.9877 3.5093 -0.2552
O -1.4579 1.7568 -1.6931
S 2.0465 0.3491 3.8602
C 1.1897 -0.2178 2.4753
N 0.8381 0.6834 1.6280
C 1.2006 1.9446 2.0194
C 0.9275 3.1352 1.3505
C 1.3365 4.3200 1.9222
C 2.0143 4.3380 3.1404
C 2.3043 3.1691 3.8158
C 1.8927 1.9740 3.2472
H 0.9615 -1.2588 2.3460
H 0.3886 3.1232 0.4162
H 1.1205 5.2482 1.4175
H 2.2987 5.2824 3.5763
H 2.8281 3.1734 4.7592
```

=====

Here is a 16-piece molecular cluster, C20H9Cl60F4ISi overall in a non-equilibrium geometry from the OMol25 dataset. Energies are from wB97M-V/def2-TZVPD.

Its total energy is -799074.3634 eV. The HOMO-LUMO gap is 9.683 eV. The spin multiplicity is 1.

```
95
C20H9Cl60F4ISi | the OMol25 dataset | wB97M-V/def2-TZVPD
C -1.6802 3.1915 -7.9462
C -0.9307 1.9590 -8.5152
I 0.9429 1.6387 -7.5075
C -1.8097 0.6962 -8.6180
Si -1.7204 -0.5627 -7.2216
C -1.9681 0.1737 -5.4493
F -2.4056 1.4625 -5.4314
F -2.9620 -0.5796 -4.8586
C -0.6940 0.0134 -4.5377
F -0.8843 -1.0385 -3.6964
F -0.4858 1.1362 -3.8153
H -2.7058 2.8938 -7.7372
H -1.6345 4.0140 -8.6534
H -1.2455 3.4808 -6.9923
H -0.6512 2.2253 -9.5321
H -2.8323 1.0064 -8.8366
H -1.4791 0.1486 -9.5070
H -2.8252 -1.5227 -7.4346
H -0.4785 -1.3549 -7.1947
H 0.1728 -0.2342 -5.1514
C 0.3665 1.2838 -0.1179
Cl -0.2397 0.0725 -1.2428
Cl 2.1296 1.3620 -0.2395
Cl -0.3301 2.8578 -0.5196
Cl -0.0816 0.8375 1.5326
C 2.4195 5.0040 2.2208
Cl 3.2782 3.5866 2.8274
Cl 3.1728 6.4680 2.8647
Cl 2.4933 5.0385 0.4594
Cl 0.7266 4.9405 2.7455
C 1.2470 0.4944 5.3344
Cl 2.9785 0.4155 5.6835
Cl 0.8886 2.0204 4.5231
Cl 0.7919 -0.8642 4.2989
Cl 0.3406 0.4110 6.8495
C 2.7173 5.8613 -7.1603
Cl 2.7905 4.6325 -5.8955
Cl 2.6926 7.4658 -6.4234
Cl 4.1328 5.7144 -8.2074
Cl 1.2501 5.6349 -8.1211
C 0.3446 -4.2985 -3.2504
Cl -0.8571 -3.8772 -2.0229
Cl 1.0162 -5.8912 -2.8877
Cl -0.4333 -4.3321 -4.8404
Cl 1.6450 -3.1046 -3.2703
C 2.7029 -4.0746 0.7532
Cl 2.1613 -5.7093 1.1423
Cl 3.8988 -4.1406 -0.5437
Cl 1.3083 -3.1115 0.2513
Cl 3.4363 -3.3408 2.1867
C 0.5678 1.3578 10.7512
Cl -0.4669 0.2690 9.8212
Cl 0.0153 1.4296 12.4249
Cl 2.2317 0.7693 10.7007
Cl 0.4942 2.9652 10.0176
C -0.9024 -7.5120 3.5511
Cl -0.1484 -8.5000 2.2919
Cl -0.9487 -8.4236 5.0641
Cl 0.0389 -6.0373 3.7767
Cl -2.5470 -7.0950 3.0644
C -0.6591 4.9720 14.6127
Cl -0.9644 3.4116 15.3886
Cl 0.6656 5.7922 15.4458
Cl -0.2219 4.7109 12.9241
Cl -2.1164 5.9661 14.7014
C -6.7886 -6.9469 2.8811
Cl -5.9412 -8.2019 3.7939
Cl -6.2198 -5.3582 3.4056
Cl -6.4547 -7.1515 1.1585
Cl -8.5228 -7.0869 3.1677
C 2.5411 -0.1354 -11.5581
Cl 3.4198 -1.4705 -10.8113
Cl 3.2353 1.3995 -11.0289
Cl 2.6442 -0.2569 -13.3165
Cl 0.8453 -0.2184 -11.0609
C 2.3826 6.6495 8.9791
Cl 1.3306 5.5605 8.0701
Cl 1.8388 6.7266 10.6572
Cl 4.0400 6.0252 8.9289
Cl 2.3167 8.2597 8.2622
C -11.0988 -10.4360 3.3624
Cl -11.4183 -11.7797 2.2612
Cl -9.3588 -10.1924 3.5137
Cl -11.8401 -8.9625 2.7226
Cl -11.7862 -10.7975 4.9489
C 3.4267 -5.7554 -9.6346
Cl 2.2704 -5.2707 -8.3899
Cl 4.0195 -7.3820 -9.2896
Cl 2.6367 -5.7354 -11.2142
Cl 4.7848 -4.6238 -9.6441
C 6.3913 9.7908 7.0017
Cl 8.0701 9.6067 6.4810
Cl 5.8365 8.2999 7.7668
Cl 6.2754 11.1230 8.1567
Cl 5.3744 10.1401 5.5985
```

=====

Here is one molecule with the formula C21H11F4NO2S in a non-equilibrium geometry from the OMol25 dataset. Energies are from wB97M-V/def2-TZVPD.

Its total energy is -49242.1971 eV. The SMILES is O=S(=O)(c1cc(F)cc(F)c1)c1cnc2cc(F)ccc2c1-c1ccc(F)cc1. The HOMO-LUMO gap is 8.200 eV. The spin multiplicity is 1.

```
40
C21H11F4NO2S | the OMol25 dataset | wB97M-V/def2-TZVPD
O -1.0190 1.5378 -2.6043
S -2.1424 0.8791 -1.9242
O -2.9508 0.0409 -2.8127
C -3.2637 2.0740 -1.1523
C -4.4966 2.2983 -1.5565
C -5.3550 3.2598 -0.9717
F -6.5064 3.5447 -1.6479
C -4.9230 3.8027 0.2020
C -3.7017 3.6077 0.7846
F -3.3717 4.2123 1.9494
C -2.8653 2.7241 0.0650
C -1.5341 -0.1571 -0.6713
C -2.5195 -0.9961 -0.2368
N -2.3376 -1.9590 0.6269
C -1.1404 -2.1658 1.1846
C -0.9555 -3.1847 2.1071
C 0.3558 -3.4327 2.6502
F 0.5805 -4.4769 3.5486
C 1.4625 -2.6108 2.2901
C 1.2646 -1.6027 1.3373
C -0.0334 -1.3589 0.7977
C -0.2169 -0.5607 -0.3191
C 0.9242 0.2275 -0.7800
C 1.1806 1.5210 -0.3962
C 2.3053 2.2274 -0.7423
C 3.2995 1.5340 -1.5166
F 4.5689 1.9378 -1.5955
C 3.1371 0.1993 -1.8366
C 1.8769 -0.4743 -1.5107
H -5.0477 1.7737 -2.3467
H -5.5257 4.5170 0.8250
H -1.8640 2.6629 0.4372
H -3.5393 -0.9628 -0.6450
H -1.7618 -3.8293 2.1916
H 2.3710 -2.8374 2.6913
H 2.2636 -1.1475 1.0003
H 0.3904 1.9192 0.2300
H 2.4556 3.1939 -0.3130
H 4.0246 -0.3551 -2.2416
H 1.9565 -1.5650 -1.7081
```

=====

Here is C21H11F5I2N4ORuS as an isolated structure in a non-equilibrium geometry from the OMol25 dataset. Energies are from wB97M-V/def2-TZVPD.

Its total energy is -73163.1721 eV. As for the expectation value of S²: 0.7568. The HOMO-LUMO gap (spin up / spin down) is 6.468 / 6.282 eV. Its net charge is +1. The spin multiplicity is 2.

```
46
C21H11F5I2N4ORuS | the OMol25 dataset | wB97M-V/def2-TZVPD
Ru -0.0141 0.4710 -0.7899
C -4.1272 -0.9004 -1.3219
C -4.7028 -0.5591 -0.1138
C -3.9231 0.0565 0.8588
C -2.5981 0.3221 0.5895
N -2.0459 -0.0001 -0.6090
C -2.7903 -0.6014 -1.5344
C -1.6565 0.9186 1.5756
C -1.9577 1.4355 2.8214
C -0.9158 1.9331 3.5967
C 0.3982 1.8448 3.1575
C 0.6397 1.2962 1.9093
N -0.3901 0.9151 1.1496
C 1.9606 1.0372 1.2759
C 3.1619 1.2097 1.9233
C 4.3379 0.8281 1.2829
C 4.2681 0.2732 0.0236
C 3.0273 0.1431 -0.5863
N 1.9060 0.5400 0.0079
H -4.6950 -1.3940 -2.0975
H -5.7446 -0.7739 0.0816
H -4.3405 0.3150 1.8217
H -2.2988 -0.8146 -2.4744
H -2.9766 1.4699 3.1784
H -1.1294 2.3810 4.5577
H 1.2108 2.2045 3.7718
H 3.1883 1.6256 2.9204
H 5.2917 0.9511 1.7778
H 5.1526 -0.0572 -0.5012
H 2.9249 -0.2583 -1.5821
O 2.7023 1.5942 -3.2281
S 1.2890 1.5334 -3.6034
N 0.3241 1.0044 -2.6067
F -0.0033 -1.3310 -3.7479
C 0.2513 -2.0430 -2.6400
C 0.2874 -1.4603 -1.3793
C 0.5116 -2.3492 -0.3286
F 0.5259 -1.8869 0.9432
C 0.7270 -3.7029 -0.4916
F 0.9524 -4.4926 0.5562
C 0.7064 -4.2341 -1.7682
F 0.9241 -5.5294 -1.9592
C 0.4521 -3.4031 -2.8396
F 0.3987 -3.9101 -4.0683
I -1.9162 3.3995 -1.4693
I 0.6960 3.8702 -0.7657
```

=====

Here is C21H12Cl6IrNO5S as an isolated structure in a non-equilibrium geometry from the OMol25 dataset. Energies are from wB97M-V/def2-TZVPD.

Its total energy is -122511.1306 eV. As for the expectation value of S²: 0.7541. The HOMO-LUMO gap (spin up / spin down) is 6.683 / 7.551 eV. Its net charge is -1. The spin multiplicity is 2.

```
47
C21H12Cl6IrNO5S | the OMol25 dataset | wB97M-V/def2-TZVPD
Ir 0.0152 -0.1980 -0.0623
O -1.3594 0.5371 1.4235
N -1.4293 -0.1543 2.5554
C -2.0408 0.4654 3.5880
C -2.1504 -0.1219 4.8158
C -1.6237 -1.4066 4.9892
C -1.0525 -2.0421 3.9175
C -0.9672 -1.4328 2.6506
S -0.3498 -2.2502 1.2793
H -2.4046 1.4516 3.3450
H -2.6379 0.4111 5.6184
H -1.6617 -1.8895 5.9566
H -0.6533 -3.0427 4.0027
O -2.0095 -0.7554 -2.2016
C -1.3190 -0.4052 -1.3587
C 2.6366 2.8904 5.4397
C 3.7410 2.7650 4.4306
C 4.6951 3.7528 4.2661
C 5.6940 3.6119 3.3136
Cl 6.8895 4.8761 3.1383
C 5.7482 2.4982 2.5041
C 4.7990 1.4931 2.6558
C 3.8102 1.6193 3.6239
O 2.8546 0.6894 3.8681
C 2.9116 -0.5317 3.1413
C 2.5540 -0.3958 1.6499
O 3.3329 -0.8339 0.8147
O 1.4236 0.1755 1.4615
H 2.7085 3.8371 5.9742
H 2.6741 2.0718 6.1606
H 1.6634 2.8307 4.9497
H 4.6616 4.6422 4.8827
H 6.5161 2.4090 1.7482
H 4.8230 0.6365 1.9961
H 2.1547 -1.1650 3.6048
H 3.8945 -0.9984 3.2335
Cl 0.6692 -3.2350 -1.6761
C 1.7475 -1.9059 -1.9617
C 1.4426 -0.6511 -1.4345
C 2.3100 0.3796 -1.8117
Cl 1.9335 1.9879 -1.2715
C 3.4528 0.1815 -2.5717
Cl 4.4967 1.4995 -2.9645
C 3.7587 -1.1009 -3.0150
Cl 5.1959 -1.3860 -3.9299
C 2.8872 -2.1434 -2.7290
Cl 3.2247 -3.7234 -3.3421
```

=====

Copy entry 4 word for word.
Here is one molecule with the formula C21H11F4NO2S in a non-equilibrium geometry from the OMol25 dataset. Energies are from wB97M-V/def2-TZVPD.

Its total energy is -49242.1971 eV. The SMILES is O=S(=O)(c1cc(F)cc(F)c1)c1cnc2cc(F)ccc2c1-c1ccc(F)cc1. The HOMO-LUMO gap is 8.200 eV. The spin multiplicity is 1.

```
40
C21H11F4NO2S | the OMol25 dataset | wB97M-V/def2-TZVPD
O -1.0190 1.5378 -2.6043
S -2.1424 0.8791 -1.9242
O -2.9508 0.0409 -2.8127
C -3.2637 2.0740 -1.1523
C -4.4966 2.2983 -1.5565
C -5.3550 3.2598 -0.9717
F -6.5064 3.5447 -1.6479
C -4.9230 3.8027 0.2020
C -3.7017 3.6077 0.7846
F -3.3717 4.2123 1.9494
C -2.8653 2.7241 0.0650
C -1.5341 -0.1571 -0.6713
C -2.5195 -0.9961 -0.2368
N -2.3376 -1.9590 0.6269
C -1.1404 -2.1658 1.1846
C -0.9555 -3.1847 2.1071
C 0.3558 -3.4327 2.6502
F 0.5805 -4.4769 3.5486
C 1.4625 -2.6108 2.2901
C 1.2646 -1.6027 1.3373
C -0.0334 -1.3589 0.7977
C -0.2169 -0.5607 -0.3191
C 0.9242 0.2275 -0.7800
C 1.1806 1.5210 -0.3962
C 2.3053 2.2274 -0.7423
C 3.2995 1.5340 -1.5166
F 4.5689 1.9378 -1.5955
C 3.1371 0.1993 -1.8366
C 1.8769 -0.4743 -1.5107
H -5.0477 1.7737 -2.3467
H -5.5257 4.5170 0.8250
H -1.8640 2.6629 0.4372
H -3.5393 -0.9628 -0.6450
H -1.7618 -3.8293 2.1916
H 2.3710 -2.8374 2.6913
H 2.2636 -1.1475 1.0003
H 0.3904 1.9192 0.2300
H 2.4556 3.1939 -0.3130
H 4.0246 -0.3551 -2.2416
H 1.9565 -1.5650 -1.7081
```

=====

Question: Which formula does entry 4 have?
Answer: C21H11F4NO2S